(1)
136
Properties=species:S:1:pos:R:3 method="wB97M-V/def2-TZVPD" spin_multiplicity=1 gap_ev=7.288 homo_ev=-12.09 charge=+2
H 1.84 -2.15 -3.14
C 1.97 -4.91 -0.32
H 1.49 1.85 -4.73
C -1.17 4.45 -1.96
H -3.29 -4.48 -2.86
C 2.11 -4.27 -2.75
C -1.35 4.99 -0.68
C 2.47 0.27 -1.81
H -3.67 -0.40 -1.76
H 2.77 1.15 -1.24
C -1.01 -4.69 2.47
H -1.57 2.76 -3.22
H -2.85 1.55 -1.50
H 0.43 -2.96 -2.45
C -2.01 4.28 0.31
P -2.54 -0.97 0.18
C 1.75 3.48 3.38
C 3.93 -0.75 3.42
C 4.59 -0.61 2.20
C 1.19 2.58 2.51
C -0.48 5.24 -3.05
N 4.01 2.69 3.72
H -7.04 -1.97 2.13
C 1.77 -0.71 2.27
H -3.79 -0.42 4.48
C 1.47 0.73 -2.90
H -1.27 -3.47 -4.22
H -0.97 5.98 -0.47
C -2.00 -1.45 -3.91
C 1.66 3.19 -0.21
H 0.07 4.59 -3.73
C -0.90 -2.30 2.00
N -0.13 2.42 2.36
C 1.52 -2.90 -2.40
C 2.54 -0.78 3.44
C -3.85 0.15 2.39
C -0.51 -0.33 4.21
H -4.48 -2.24 -2.80
H 1.98 2.77 -3.32
H -6.63 -0.28 1.94
H 1.32 4.95 4.89
C 3.88 0.03 -3.93
C -4.12 -0.51 1.00
C -1.96 -4.85 1.47
H -1.17 -1.14 -4.55
H 3.20 -0.58 -4.55
H -4.51 0.26 0.33
H -3.15 2.51 0.76
H 3.20 -4.21 -2.74
H -4.33 -2.97 -1.23
H -0.02 0.57 4.60
H 4.10 5.29 1.50
H -1.59 -0.22 4.34
C -3.74 -2.53 -2.04
C -5.57 -1.26 3.57
C -1.75 -1.03 -2.46
H 3.79 1.82 -5.15
H -2.37 -5.83 1.25
H 4.89 6.12 0.18
H -2.83 0.55 2.44
H 0.57 1.13 -2.44
H -4.71 -2.57 1.37
C -0.45 3.99 4.13
H 1.15 -0.14 -3.48
C -2.53 3.02 0.03
H 4.89 -0.20 -4.27
C -6.21 -1.26 2.17
C 1.64 -5.33 -1.75
C -2.21 -2.97 -3.99
H -3.46 -1.73 3.37
H 0.19 5.99 -2.63
C 0.91 4.22 4.20
H -1.14 4.52 4.77
H -0.19 -1.19 4.82
N 0.74 2.47 -0.32
H -2.16 4.74 1.28
H 4.62 0.06 -1.93
H 2.10 -6.29 -1.99
C -0.51 -3.43 2.73
H -2.00 2.93 3.07
H 0.30 -3.58 -0.06
H 5.01 2.78 3.68
H -3.17 -3.90 0.00
H 0.56 -5.46 -1.85
H 5.68 -0.59 2.17
C -3.00 -1.25 -1.59
Si -0.13 -0.63 2.41
H 3.79 -1.42 -2.35
Sc -0.61 0.95 0.36
H -1.22 5.78 -3.65
H 4.21 2.09 -3.48
H -5.66 -2.26 4.01
H -1.44 0.02 -2.41
C 1.39 -3.54 0.02
H -5.67 -1.75 0.13
H -4.53 1.00 2.52
C 2.08 1.79 -3.81
C 3.74 -0.34 -2.45
C -1.89 -2.47 1.01
H 3.61 1.83 4.06
C -4.09 -0.85 3.52
H 2.88 4.52 -2.27
C 3.24 3.72 3.31
C 1.93 -2.49 -0.97
C -2.78 -3.54 -2.67
C 3.47 4.75 -0.33
H -2.89 -3.20 -4.81
C -0.93 3.09 3.19
H -1.97 -3.76 -1.97
H 0.24 -3.32 3.52
H 1.58 -5.65 0.39
N 2.65 3.86 0.22
C 2.46 -0.59 1.04
N 3.48 5.02 -1.64
P 1.53 -0.72 -0.55
H 3.06 -4.89 -0.19
C 3.86 -0.54 1.03
H 1.64 -3.27 1.04
N 4.28 5.38 0.50
C 3.56 1.51 -4.14
H 4.09 5.72 -2.03
O 3.69 4.77 2.87
C -5.18 -1.62 1.10
H 4.39 -0.46 0.08
H 1.82 -4.54 -3.77
H -6.12 -0.58 4.22
H 1.84 1.98 1.88
H -0.68 -5.54 3.05
H 3.02 -2.51 -0.89
H -0.92 -1.61 -2.06
H 4.50 -0.84 4.34
C -2.36 2.48 -1.24
C -1.68 3.19 -2.22
C -2.41 -3.74 0.75
H -2.89 -0.92 -4.27
H 2.04 -0.87 4.40

(2)
17
Properties=species:S:1:pos:R:3 method="wB97M-V/def2-TZVPD" spin_multiplicity=2 gap_ev="10.672 / 6.042" homo_ev="-19.91 / -19.91" charge=+2 s_squared=0.773
H -2.16 2.02 0.70
H -1.93 -2.25 0.91
H -0.20 0.96 -0.50
H 2.14 -0.66 -1.57
H -1.44 -2.23 -0.61
H 1.81 1.03 -2.04
N 0.57 0.25 -0.52
C 1.35 0.08 -1.70
H -1.14 2.65 -0.21
N 0.39 -0.12 1.73
H -0.18 0.73 1.83
O -1.39 -1.79 0.25
C 0.82 -0.51 0.57
H 1.38 -1.42 0.50
O -1.20 2.06 0.56
H 0.52 -0.62 2.61
H 0.65 -0.17 -2.52

Short version: maximum force = 1.3, 1.6 eV/Å, in the order given.
Short version: energy relative to the best compared isomer or geometry (same formula, charge and spin) = 78.2, 138.5 kJ/mol, in the order given.